# 1
24
Properties=species:S:1:pos:R:3:forces:R:3 method="wB97M-V/def2-TZVPD" homo_ev=-8.75 e_above_lowest_kcal_mol=94.38 gap_ev=9.4
C -2.3366 -0.9317 -0.3431 0.46 -1.57 -0.60
C -1.7616 0.0954 -0.1281 0.97 1.37 0.88
C 0.7521 0.1477 1.8540 0.10 0.02 0.21
C 1.7166 0.6449 0.7872 2.74 -0.45 -1.47
C 0.9549 0.4516 -1.7624 -1.09 0.33 0.52
C 1.3954 1.8568 -1.5427 0.07 -1.76 0.65
C -0.2427 1.3620 1.9489 -2.05 -1.23 1.80
C 0.8219 1.1053 -0.3594 -0.57 0.00 -1.89
C -3.0795 -2.1887 -0.5580 0.67 0.59 0.67
O -2.4146 -3.4754 -0.6044 -1.25 1.39 -0.74
P -0.8566 1.6287 0.2081 -0.01 -0.43 0.02
H 0.3814 -0.9015 1.5741 -0.19 1.84 0.26
H 1.2018 0.0484 2.8313 0.45 -0.18 0.25
H 2.4603 1.4701 1.1249 -1.55 -1.03 -0.20
H 2.4591 -0.1368 0.2996 -1.53 1.09 1.33
H 0.0586 0.2287 -2.3492 0.05 0.51 0.40
H 1.6892 -0.2718 -1.9961 0.86 -0.77 0.45
H 2.4283 1.9034 -1.3745 1.51 0.71 -0.47
H 0.9066 2.5572 -2.1461 -0.62 1.44 -0.11
H -1.1462 1.1630 2.7219 2.05 0.52 -1.79
H 0.3098 2.2888 2.3032 -0.62 -1.11 -0.51
H -3.8750 -1.9437 0.1574 -0.32 -1.60 0.31
H -3.5136 -2.1539 -1.5130 -0.74 0.18 -1.29
H -1.9098 -3.6927 0.1551 0.61 0.14 1.34



# 2
8
Properties=species:S:1:pos:R:3:forces:R:3 method="wB97M-V/def2-TZVPD" homo_ev=-9.72 e_above_lowest_kcal_mol=62.54 gap_ev=8.0
O -1.1159 0.7823 -0.8894 -1.13 0.98 -0.69
O 0.9849 -0.9960 -1.3200 -2.22 2.24 2.65
O -0.2898 -0.4380 1.5359 -1.81 -2.30 1.46
Si 0.0137 0.2328 0.1169 2.38 -1.75 -3.33
Cl -1.7998 2.2993 -1.3428 0.88 -1.42 0.76
Cl 2.6018 -1.1009 -0.9282 0.21 -0.01 0.20
Cl -1.3492 -1.7482 1.9479 0.64 0.90 -0.51
H 0.9543 0.9686 0.8797 1.05 1.36 -0.54



# 3
15
Properties=species:S:1:pos:R:3:forces:R:3 method="wB97M-V/def2-TZVPD" homo_ev=-8.83 e_above_lowest_kcal_mol=28.62 gap_ev=9.5
C 0.6396 -0.3317 1.0783 1.03 -1.89 -1.45
C -0.4126 -0.7779 2.0362 -0.04 -0.93 1.16
O -1.5355 -1.0476 1.6987 -0.12 0.34 -0.28
C 0.9195 1.1401 0.8823 -1.27 0.09 1.03
S -0.2226 1.9372 -0.3201 0.11 -0.20 0.45
S 0.2424 1.0264 -2.0624 0.95 0.29 -0.86
C -0.8935 -0.3011 -2.5926 -0.04 -0.67 4.35
H 1.6032 -0.8639 1.1376 -0.04 0.26 1.44
H 0.3622 -0.9433 0.2105 -0.52 1.10 -0.80
H -0.1429 -1.0406 3.0893 0.22 0.56 -0.20
H 1.9806 1.3040 0.7156 -0.15 0.26 -0.44
H 0.6581 1.6032 1.8677 0.30 0.14 -0.80
H -1.0945 -0.9460 -1.6408 0.15 0.97 -1.73
H -0.2845 -0.9085 -3.2279 -0.16 -0.12 -0.94
H -1.8196 0.1496 -2.8724 -0.43 -0.19 -0.92